Formula: C30H54N3O2S4SbSi3Ti
Source: the Open Molecules 2025 dataset
Level of theory: wB97M-V/def2-TZVPD

Results
E_HOMO in eV: -13.33
Relative energy (zero: lowest compared OMol25 entry of this formula, charge and spin) in kJ/mol: 79.5

```
! RIJCOSX wB97M-V def2-TZVPD def2/J DEFGRID3
* xyz 2 1
Ti 0.61222 -0.53722 0.98291
C 3.02206 2.44067 -1.35418
C 2.69520 3.05009 -0.01256
S 1.58483 2.13335 1.11166
C 2.46426 2.56894 2.63672
C 1.89656 1.91610 3.88428
S 1.46032 0.18574 3.68293
C 3.04757 -0.63315 4.01979
C 4.31935 -0.15417 3.33220
S 4.22676 -0.27928 1.53327
C 5.40508 0.98526 1.00491
C 5.40721 1.08274 -0.52152
S 3.83962 0.84181 -1.39075
H 3.63588 3.17464 -1.88509
H 2.11723 2.30976 -1.95184
H 2.23001 4.02368 -0.18003
H 3.61529 3.22759 0.54209
H 2.40857 3.65652 2.72763
H 3.50841 2.30037 2.49934
H 1.00912 2.43234 4.22858
H 2.62694 1.99346 4.69399
H 2.86940 -1.68893 3.81909
H 3.18760 -0.54387 5.09976
H 5.13261 -0.77215 3.71952
H 4.54670 0.87212 3.62283
H 6.41633 0.73612 1.33283
H 5.15192 1.94743 1.45188
H 6.05251 0.30270 -0.93226
H 5.85096 2.03329 -0.83013
C -3.11419 1.62054 -1.18744
Sb -1.08850 0.99723 -0.90951
C -1.19574 0.62655 1.32672
C -1.59948 -0.60492 1.96425
C -2.41741 -0.79321 3.10616
C -2.59501 -2.05737 3.59336
C -1.95041 -3.15748 2.99072
C -1.12090 -2.92697 1.93228
N -0.94801 -1.67350 1.44987
Si -2.02339 2.22172 2.03002
C -3.88162 1.89963 1.94515
C -1.57827 2.50596 3.82730
C -1.57387 3.78251 1.10877
C -1.18998 -0.89036 -2.02875
C 0.03967 -1.71260 -1.81855
C 0.33204 -2.79870 -2.65651
C 1.57248 -3.38420 -2.66311
C 2.57054 -2.88433 -1.83197
C 2.22492 -1.88682 -0.95956
N 0.97942 -1.34803 -0.90522
Si -2.89719 -1.81136 -1.97605
C -4.12679 -1.03503 -3.15345
C -2.73507 -3.61631 -2.44032
C -3.69026 -1.82659 -0.27585
Si -0.81285 -0.18781 -3.85890
C -1.19281 -1.43376 -5.20014
C -1.77244 1.37614 -4.22791
C 0.99466 0.29261 -3.96969
H -3.25478 2.61358 -0.77760
H -3.80164 0.92421 -0.72578
H -3.28001 1.65550 -2.25751
H -2.92295 0.04319 3.55650
H -3.24843 -2.21565 4.43961
H -2.10215 -4.16259 3.34914
H -0.58587 -3.71476 1.41304
H -4.30080 1.82632 2.94772
H -4.17131 0.99763 1.41272
H -4.38924 2.73453 1.46269
H -1.24500 1.61720 4.35965
H -2.46803 2.86999 4.33920
H -0.82714 3.28206 3.92705
H -1.67692 3.78171 0.02576
H -0.55765 4.09432 1.33965
H -2.25293 4.55029 1.48146
H -0.42501 -3.14455 -3.33089
H 1.77005 -4.21254 -3.32766
H 3.57191 -3.28073 -1.82599
H 2.93412 -1.50718 -0.24098
H -3.76424 -0.88635 -4.16546
H -4.55055 -0.09942 -2.80142
H -4.95354 -1.74345 -3.22552
H -2.46002 -3.81367 -3.47374
H -3.73315 -4.03492 -2.29945
H -2.06237 -4.17331 -1.79020
H -3.65433 -0.89265 0.27578
H -3.26444 -2.60625 0.34810
H -4.74202 -2.07568 -0.41339
H -2.12268 -1.98236 -5.06928
H -0.39037 -2.14742 -5.35674
H -1.28868 -0.86814 -6.12692
H -2.85077 1.25681 -4.26753
H -1.44742 1.66140 -5.23000
H -1.53563 2.22719 -3.59230
H 1.69779 -0.35650 -3.45033
H 1.14591 1.30944 -3.60820
H 1.28511 0.28910 -5.01901
O 2.87316 -3.59675 2.13541
N 1.84139 -3.30037 1.72404
O 1.66054 -1.81879 1.75885
*
```

These are the Löwdin partial charges, in e, on atoms 1 to 2: 0.81, -0.52

=====

Formula: C19H15F3N4
Source: the Open Molecules 2025 dataset
Level of theory: wB97M-V/def2-TZVPD

Results
E_HOMO in eV: -14.94
Relative energy (zero: lowest compared OMol25 entry of this formula, charge and spin) in kJ/mol: 0.0

```
! RIJCOSX wB97M-V def2-TZVPD def2/J DEFGRID3
* xyz 2 1
F -2.52893 -2.06021 -6.69574
F -0.38735 -2.43376 -6.34844
F -1.95754 -3.64767 -5.33497
N -1.15585 -1.42677 -3.43991
C -1.74887 -1.39182 -4.63430
C 2.89313 -0.71899 5.89010
C -2.36384 2.31686 -1.99097
C 3.50008 -0.48838 4.64315
C 1.85717 -1.71113 5.94866
C -2.64913 1.87147 -3.28117
C -1.73314 1.48359 -1.11024
C 3.14370 -1.21185 3.49967
C 1.48320 -2.41428 4.78232
C -1.49145 -0.22359 -2.79277
C -2.21877 0.56761 -3.64876
C -1.23954 0.22530 -1.47753
C 2.12797 -2.18469 3.57362
C -0.74017 -0.41265 0.82491
C 0.44809 -1.42078 -0.87871
C 0.01952 -1.18204 1.77796
C 1.20676 -2.20027 0.04856
N -2.45247 -0.20057 -4.75472
N -0.54139 -0.56055 -0.49863
N 0.98809 -2.05510 1.37251
C -1.61083 -2.41915 -5.78045
C 1.71693 -2.94097 2.33603
H 3.23523 -0.20671 6.77692
H -2.63736 3.32009 -1.62669
H 4.34732 0.18190 4.57859
H 1.41321 -1.92392 6.91731
H -3.21007 2.50179 -3.95166
H -1.60765 1.89975 -0.11137
H 3.70277 -0.96984 2.57184
H 0.74051 -3.19997 4.96995
H -1.56285 0.22330 1.18318
H 0.68292 -1.49041 -1.93813
H -0.13061 -0.98641 2.83817
H 1.94254 -2.89905 -0.31964
H -2.94062 0.08190 -5.60648
H 1.07447 -3.75833 2.61826
H 2.59102 -3.34440 1.85441
*
```

These are the Löwdin partial charges, in e, on atoms 1 to 2: 0.16, 0.18

=====

E_HOMO of number 1 (C30H54N3O2S4SbSi3Ti)? -13.33 eV